1.
Computed, not measured: a gas-phase ion, C7H8OP (charge +1), with the ωB97M-V functional and the def2-TZVPD basis.

Positions of all 17 atoms, in Å:
C: 2.224 0.424 -0.400
C: 1.174 1.298 -0.218
C: 2.068 -0.997 -0.259
C: 0.835 -1.448 0.063
C: -0.112 0.855 0.053
C: -2.363 0.823 -0.007
C: -0.277 -0.498 0.288
O: -1.178 1.590 -0.006
P: -1.920 -0.933 -0.479
H: 3.166 0.753 -0.852
H: 1.241 2.395 -0.277
H: 2.945 -1.647 -0.192
H: 0.572 -2.473 0.132
H: -2.950 1.030 0.976
H: -2.983 1.253 -0.872
H: -0.315 -0.662 1.420
H: -2.129 -1.763 0.631

Atoms 1-3, force components in eV/Å:
-0.3 -0.5 -0.8
0.2 2.3 0.1
0.0 0.1 1.1

2S+1: 1
Charge: +1
Electronic energy in eV: -18715.6190
Energy relative to the best compared isomer or geometry (same formula, charge and spin) in kJ/mol: 0.0

2.
Computed, not measured: C2H4Cl3P in the gas phase, with the ωB97M-V functional and the def2-TZVPD basis.

Positions of all 10 atoms, in Å:
P: -1.694 -0.428 0.349
C: -0.180 0.464 -0.268
Cl: 0.295 1.787 0.985
C: 1.031 -0.388 -0.575
Cl: 1.302 -1.643 0.689
Cl: 2.643 0.431 -0.830
H: -1.190 -0.826 1.561
H: -2.376 0.738 0.734
H: -0.608 0.863 -1.150
H: 0.776 -0.996 -1.496

Atoms 1-3, force components in eV/Å:
-0.1 -0.6 -1.0
0.5 0.6 2.3
-0.4 -0.8 -1.2

2S+1: 1
Charge: 0
Electronic energy in eV: -48994.0603
Energy relative to the best compared isomer or geometry (same formula, charge and spin) in kJ/mol: 0.0

3.
Computed, not measured: a molecular structure, C4H8O3, with the ωB97M-V functional and the def2-TZVPD basis.

Positions of all 15 atoms, in Å:
C: 0.561 -0.579 0.557
C: 0.315 0.271 -0.625
C: -1.201 0.118 0.278
C: -2.164 -0.655 -0.226
O: 1.355 -0.208 1.451
O: -1.399 1.188 1.082
O: 2.819 0.610 -0.639
H: 2.538 0.456 0.305
H: -2.345 1.350 1.194
H: 3.529 -0.018 -0.808
H: 0.356 -1.653 0.396
H: 0.238 -0.228 -1.586
H: 0.539 1.326 -0.518
H: -1.931 -1.500 -0.850
H: -3.210 -0.478 -0.012

Atoms 1-3, force components in eV/Å:
4.3 0.1 -1.1
-2.8 -1.2 2.7
-0.6 1.4 -2.4

2S+1: 1
Charge: 0
Electronic energy in eV: -10416.9195
Energy relative to the best compared isomer or geometry (same formula, charge and spin) in kJ/mol: 394.0

4.
Computed, not measured: a molecular structure, C11H26EuN4O7S, with the ωB97M-V functional and the def2-TZVPD basis.

Positions of all 50 atoms, in Å:
O: -0.106 -0.796 -3.792
H: 0.559 -0.666 -4.456
Eu: -0.129 -0.019 -1.504
N: -0.113 1.959 0.399
N: 1.578 1.758 -1.484
N: -1.552 -1.173 0.331
N: -0.798 -2.381 -1.722
O: -0.925 1.885 1.417
O: -2.017 -0.406 1.358
O: -0.749 -2.832 -2.962
O: 2.442 1.434 -2.361
C: 1.837 2.820 -0.601
C: 0.903 2.898 0.472
C: -1.888 -2.464 0.319
C: -1.494 -3.155 -0.884
C: 1.109 3.770 1.671
H: 1.702 3.246 2.437
H: 0.139 4.052 2.083
H: 1.655 4.670 1.359
C: 3.062 3.639 -0.746
H: 3.355 3.633 -1.803
H: 3.849 3.180 -0.138
H: 2.877 4.659 -0.405
C: -2.617 -3.054 1.445
C: -1.895 -4.608 -1.040
H: -2.923 -2.307 2.154
H: -1.999 -3.780 1.936
H: -3.480 -3.574 1.090
H: -1.340 -5.045 -1.872
H: -2.980 -4.712 -1.239
H: -1.678 -5.179 -0.109
H: -1.546 0.545 1.287
H: -0.499 -1.649 -3.410
C: -1.773 0.816 -2.568
H: -1.388 1.854 -2.401
H: -2.605 0.477 -1.937
H: -1.971 0.700 -3.715
O: -3.726 2.801 0.529
H: -4.273 2.073 0.904
H: -2.869 2.665 0.953
C: 1.377 -0.223 2.539
S: 2.432 -0.075 1.065
C: 3.622 -1.291 1.649
O: 1.694 -0.837 -0.033
H: 2.027 -0.109 3.418
H: 0.896 -1.217 2.543
H: 0.627 0.579 2.524
H: 3.115 -2.268 1.774
H: 4.442 -1.345 0.910
H: 4.034 -0.947 2.615

Atoms 1-3, force components in eV/Å:
0.4 2.4 0.9
0.3 -0.9 -0.4
2.5 0.7 1.0

2S+1: 7
⟨S²⟩: 12.19
Charge: +1
Electronic energy in eV: -62269.0211

5.
Computed, not measured: a molecular structure, C49H46Cl2F6IrN3OP3S2, with the ωB97M-V functional and the def2-TZVPD basis.

Positions of all 113 atoms, in Å:
Ir: -0.013 0.458 -0.443
Cl: 0.585 0.711 1.912
C: 2.151 0.019 2.221
C: 2.522 -0.164 3.520
C: 3.761 -0.758 3.785
C: 4.593 -1.155 2.754
C: 4.216 -0.951 1.439
Cl: 5.242 -1.469 0.182
C: 2.967 -0.341 1.131
S: 2.538 -0.097 -0.487
H: 1.863 0.133 4.327
H: 4.067 -0.910 4.812
H: 5.544 -1.628 2.960
C: -0.797 3.676 -2.041
N: -0.733 2.981 -3.288
C: -1.509 1.770 -3.366
P: -0.745 0.243 -2.626
C: -2.082 -0.965 -2.768
C: -3.438 -0.641 -2.811
C: -4.387 -1.653 -2.859
C: -3.992 -2.983 -2.843
C: -2.642 -3.311 -2.787
C: -1.689 -2.308 -2.745
C: 0.396 -0.298 -3.927
C: 1.773 -0.337 -3.757
C: 2.600 -0.672 -4.822
C: 2.051 -0.971 -6.057
C: 0.670 -0.968 -6.225
C: -0.157 -0.637 -5.165
C: -0.146 3.591 -4.434
C: 0.038 4.973 -4.500
C: 0.600 5.560 -5.625
C: 0.979 4.792 -6.713
C: 0.785 3.422 -6.659
C: 0.232 2.826 -5.532
P: -0.244 2.797 -0.468
C: -1.812 3.127 0.466
C: -2.987 2.532 0.033
C: -4.183 2.938 0.604
C: -4.203 3.927 1.586
C: -3.020 4.505 2.021
C: -1.811 4.102 1.465
C: 1.589 3.017 -0.742
C: 2.111 2.961 -2.025
C: 3.458 3.245 -2.206
C: 4.266 3.589 -1.129
C: 3.732 3.658 0.150
C: 2.388 3.378 0.348
H: -1.819 4.018 -1.839
H: -0.140 4.542 -2.070
H: -1.742 1.523 -4.399
H: -2.446 1.932 -2.823
H: -3.774 0.388 -2.816
H: -5.438 -1.398 -2.909
H: -4.737 -3.768 -2.870
H: -2.326 -4.347 -2.765
H: -0.638 -2.568 -2.687
H: 2.208 -0.115 -2.797
H: 3.673 -0.699 -4.681
H: 2.694 -1.221 -6.891
H: 0.234 -1.218 -7.184
H: -1.233 -0.651 -5.300
H: -0.307 5.619 -3.702
H: 0.722 6.636 -5.652
H: 1.404 5.256 -7.593
H: 1.071 2.801 -7.499
H: 0.127 1.750 -5.518
H: -2.972 1.756 -0.717
H: -5.109 2.484 0.274
H: -5.149 4.252 2.001
H: -3.038 5.290 2.767
H: -0.884 4.561 1.785
H: 1.506 2.675 -2.873
H: 3.875 3.186 -3.203
H: 5.316 3.803 -1.289
H: 4.353 3.939 0.991
H: 1.958 3.444 1.340
C: -4.456 1.510 5.638
C: -4.179 1.063 4.205
C: -2.694 0.802 3.988
N: -2.405 0.514 2.570
C: -2.221 -0.645 1.951
S: -2.152 -0.669 0.192
N: -2.059 -1.805 2.556
C: -2.494 -2.184 3.918
O: -3.666 -2.177 4.151
C: -1.410 -2.513 4.857
C: -0.072 -2.551 4.466
C: 0.910 -2.811 5.410
C: 0.564 -3.007 6.741
C: -0.772 -2.987 7.129
C: -1.758 -2.750 6.189
H: -5.514 1.738 5.767
H: -3.879 2.404 5.890
H: -4.194 0.720 6.345
H: -4.504 1.835 3.502
H: -4.733 0.148 3.984
H: -2.359 -0.019 4.611
H: -2.115 1.688 4.257
H: -2.597 1.281 1.942
H: -1.763 -2.579 1.962
H: 0.209 -2.414 3.429
H: 1.946 -2.869 5.098
H: 1.336 -3.191 7.479
H: -1.040 -3.151 8.164
H: -2.804 -2.734 6.470
F: 0.389 -1.878 -0.043
P: 1.025 -3.451 0.314
F: 2.336 -3.020 -0.500
F: 0.321 -3.961 -1.012
F: 1.604 -4.859 0.685
F: -0.344 -3.719 1.149
F: 1.653 -2.775 1.654

Atoms 1-3, force components in eV/Å:
-0.4 -1.5 0.6
-0.2 0.1 0.4
0.4 -0.1 -0.1

2S+1: 2
⟨S²⟩: 0.78
Charge: +2
Electronic energy in eV: -151796.3106
Energy relative to the best compared isomer or geometry (same formula, charge and spin) in kJ/mol: 61.8

6.
Computed, not measured: a molecular structure, C27H23BF10N3O2Ta, with the ωB97M-V functional and the def2-TZVPD basis.

Positions of all 67 atoms, in Å:
Ta: 2.445 0.558 -0.323
C: 2.810 3.249 -1.298
N: 2.685 2.821 0.095
C: 1.392 3.353 0.642
C: 0.872 2.375 1.671
N: 0.623 0.992 0.969
C: 1.231 -0.331 1.372
C: 2.284 -0.291 2.313
F: 2.796 0.938 2.749
C: 2.763 -1.460 2.782
F: 3.975 -1.564 3.381
C: 2.006 -2.628 2.827
F: 2.535 -3.703 3.361
C: 0.913 -2.652 1.917
F: 0.042 -3.725 1.898
C: 0.594 -1.604 1.056
F: -0.413 -1.705 0.125
C: 3.861 2.965 0.993
C: 4.998 1.960 0.650
N: 4.423 0.780 0.046
C: 4.963 -0.388 -0.486
C: 6.236 -0.944 -0.745
F: 7.344 -0.147 -0.821
C: 6.379 -2.250 -1.225
F: 7.610 -2.832 -1.301
C: 5.281 -2.952 -1.666
F: 5.398 -4.287 -1.998
C: 4.014 -2.406 -1.322
F: 2.916 -3.233 -1.344
C: 3.773 -1.099 -0.932
F: 1.248 0.878 -1.749
H: 3.483 4.165 -1.437
H: 3.282 2.483 -1.878
H: 1.815 3.473 -1.663
H: 1.464 4.418 0.984
H: 0.646 3.398 -0.195
H: 1.458 2.321 2.633
H: -0.133 2.671 1.977
H: 4.270 4.031 0.998
H: 3.546 2.761 2.043
H: 5.788 2.449 -0.012
H: 5.517 1.701 1.578
C: -6.238 -2.263 -2.157
C: -6.328 -0.828 -1.526
C: -7.573 -0.658 -0.681
C: -6.249 0.189 -2.605
C: -5.063 -0.571 -0.636
C: -5.123 -0.787 0.781
C: -4.022 -0.700 1.589
C: -2.880 -0.124 1.040
O: -1.642 0.125 1.667
B: -0.854 0.662 0.639
O: -1.586 0.961 -0.534
C: -2.778 0.295 -0.254
C: -3.850 -0.103 -1.101
H: -6.978 -2.458 -2.970
H: -6.413 -2.952 -1.321
H: -5.239 -2.482 -2.509
H: -8.537 -0.466 -1.234
H: -7.388 0.109 0.049
H: -7.780 -1.533 -0.092
H: -7.221 0.301 -3.122
H: -5.411 -0.015 -3.274
H: -6.091 1.105 -2.064
H: -6.086 -1.160 1.163
H: -4.101 -1.009 2.628
H: -3.700 -0.178 -2.141

Atoms 1-3, force components in eV/Å:
0.5 -0.7 -1.8
1.5 2.3 -0.4
-0.7 -1.2 0.4

2S+1: 1
Charge: +2
Electronic energy in eV: -66322.0687

7.
Computed, not measured: C16H19N3OS2 in the gas phase, with the ωB97M-V functional and the def2-TZVPD basis.

Positions of all 41 atoms, in Å:
C: 6.180 -0.215 -1.470
C: 4.965 -0.465 -0.632
C: 4.672 -1.746 -0.174
C: 3.571 -1.972 0.626
C: 2.707 -0.944 0.992
C: 1.562 -1.237 1.914
C: 2.979 0.334 0.498
N: 2.160 1.443 0.815
C: 0.836 1.568 0.577
S: -0.006 2.911 1.076
N: 0.227 0.611 -0.156
N: -1.161 0.564 -0.204
C: -1.763 -0.655 -0.114
O: -1.096 -1.680 -0.130
C: -3.230 -0.633 -0.031
C: -3.881 -1.713 0.499
S: -5.571 -1.493 0.556
C: -5.430 0.076 -0.174
C: -6.654 0.882 -0.442
C: -4.132 0.405 -0.432
C: -3.744 1.685 -1.101
C: 4.106 0.564 -0.286
H: 6.184 0.799 -1.861
H: 7.082 -0.360 -0.875
H: 6.217 -0.913 -2.305
H: 5.323 -2.566 -0.437
H: 3.372 -2.968 0.992
H: 0.727 -1.695 1.378
H: 1.206 -0.334 2.406
H: 1.879 -1.944 2.678
H: 2.626 2.295 1.093
H: 0.647 -0.302 -0.306
H: -1.570 1.432 0.139
H: -3.432 -2.612 0.869
H: -6.784 1.041 -1.513
H: -7.532 0.367 -0.062
H: -6.585 1.857 0.039
H: -3.470 2.444 -0.366
H: -2.903 1.529 -1.772
H: -4.581 2.073 -1.676
H: 4.301 1.569 -0.631

Atoms 1-3, force components in eV/Å:
0.0 0.0 0.0
-0.1 0.1 0.1
-0.1 0.0 0.0

2S+1: 1
Charge: 0
Electronic energy in eV: -45089.2725
Energy relative to the best compared isomer or geometry (same formula, charge and spin) in kJ/mol: 0.0

8.
Computed, not measured: a molecular structure, C33H52IrN8P2S, with the ωB97M-V functional and the def2-TZVPD basis.

Positions of all 97 atoms, in Å:
Ir: -0.056 0.308 0.149
C: -2.792 -4.087 0.206
N: -3.016 -3.081 1.241
C: -4.186 -2.285 0.866
N: -4.113 -1.694 -0.465
C: -3.853 -2.751 -1.435
N: -2.661 -3.549 -1.147
C: -1.420 -2.771 -1.304
P: -1.378 -1.323 -0.150
C: -1.828 -2.230 1.395
C: -3.064 -0.670 -0.539
H: -3.644 -4.771 0.209
H: -1.890 -4.653 0.450
H: -4.323 -1.490 1.601
H: -5.059 -2.944 0.894
H: -3.749 -2.307 -2.427
H: -4.711 -3.429 -1.442
H: -1.341 -2.407 -2.331
H: -0.569 -3.429 -1.127
H: -1.997 -1.478 2.169
H: -0.983 -2.846 1.718
H: -3.039 -0.233 -1.539
H: -3.263 0.142 0.165
S: -0.384 1.087 -2.137
C: -1.065 2.691 -1.836
C: -0.286 3.713 -1.283
C: -0.804 4.983 -1.093
C: -2.118 5.268 -1.450
C: -2.902 4.263 -1.996
C: -2.381 2.989 -2.186
H: 0.733 3.487 -0.993
H: -0.181 5.753 -0.653
H: -2.525 6.261 -1.297
H: -3.931 4.464 -2.271
H: -3.000 2.206 -2.607
N: 1.817 -0.343 -0.360
P: 3.162 -0.984 -0.162
N: 3.302 -2.021 1.167
C: 2.262 -2.023 2.180
C: 2.646 -1.181 3.393
C: 3.996 -1.626 3.952
C: 5.055 -1.624 2.850
C: 4.591 -2.465 1.663
N: 4.383 0.192 -0.060
C: 5.798 0.023 -0.316
C: 6.325 1.123 -1.237
C: 6.009 2.502 -0.666
C: 4.517 2.623 -0.367
C: 4.056 1.479 0.529
N: 3.875 -1.953 -1.366
C: 3.465 -3.348 -1.469
C: 2.017 -3.470 -1.945
C: 1.703 -2.401 -3.010
C: 2.990 -1.964 -3.703
C: 3.938 -1.308 -2.688
H: 2.087 -3.063 2.501
H: 1.344 -1.645 1.729
H: 1.865 -1.250 4.156
H: 2.698 -0.133 3.080
H: 3.901 -2.643 4.355
H: 4.303 -0.985 4.782
H: 6.014 -1.996 3.226
H: 5.212 -0.597 2.504
H: 4.504 -3.517 1.982
H: 5.319 -2.439 0.851
H: 5.968 -0.958 -0.755
H: 6.365 0.067 0.631
H: 5.850 1.018 -2.218
H: 7.403 0.999 -1.378
H: 6.336 3.289 -1.351
H: 6.572 2.639 0.266
H: 3.942 2.580 -1.298
H: 4.295 3.580 0.112
H: 2.978 1.519 0.679
H: 4.546 1.575 1.514
H: 3.586 -3.826 -0.498
H: 4.152 -3.849 -2.161
H: 1.377 -3.314 -1.075
H: 1.832 -4.481 -2.324
H: 1.255 -1.531 -2.523
H: 0.986 -2.784 -3.740
H: 2.782 -1.247 -4.501
H: 3.470 -2.828 -4.176
H: 3.649 -0.262 -2.569
H: 4.971 -1.325 -3.064
N: -1.017 1.329 1.326
C: -1.703 2.065 2.205
C: -2.441 3.203 1.792
C: -3.124 3.971 2.714
C: -3.126 3.647 4.069
C: -2.418 2.524 4.485
C: -1.720 1.742 3.583
H: -2.451 3.457 0.741
H: -3.674 4.840 2.367
H: -3.663 4.259 4.783
H: -2.407 2.252 5.535
H: -1.151 0.881 3.912

Atoms 1-3, force components in eV/Å:
-1.1 1.5 -0.2
0.0 0.0 0.0
0.0 0.0 -0.1

2S+1: 1
Charge: -1
Electronic energy in eV: -79239.6489

| no. | strongest force on any atom (eV/A) |
| --- | --- |
| 1 | 3.87 |
| 2 | 2.49 |
| 3 | 4.50 |
| 4 | 3.79 |
| 5 | 4.70 |
| 6 | 4.26 |
| 7 | 0.77 |
| 8 | 1.88 |